1.
Formula: C41H82As3IN8O7RbS2Si2Te
Source: OMol25
Level of theory: wB97M-V/def2-TZVPD

Results
E_HOMO: -0.1722 hartree
ΔE to the lowest compared entry with this formula, charge and spin: 1.8669 eV
net charge: -1

CARTESIAN COORDINATES (ANGSTROEM)
I 4.047 -0.498 -4.974
Te 2.332 1.565 2.066
Rb -0.147 -0.164 0.080
As -3.310 -6.736 -2.758
As -1.665 -2.825 1.641
As -0.244 -2.917 -1.728
S -0.202 2.406 -4.942
S -2.898 0.660 -1.415
Si 5.494 0.856 1.160
Si 1.776 4.190 4.126
O 2.343 -2.873 0.277
O -0.771 2.907 -6.173
O 1.331 -0.051 -2.210
O 1.204 2.642 -4.673
O 1.359 5.845 -4.697
O 3.362 5.284 -4.217
O 2.260 -3.184 2.461
N 2.172 5.272 -4.012
N -0.724 0.065 3.051
N -4.873 2.344 -0.973
N -3.689 1.977 0.911
N -2.633 1.380 1.555
N 0.439 4.503 -2.380
N 3.239 -1.135 -1.650
N 1.759 4.081 -0.636
C 2.237 5.979 4.423
C 0.509 4.098 -1.072
C 2.808 -4.481 2.210
C -1.545 -6.736 -3.619
C -0.698 3.783 -0.241
C 2.273 3.175 5.611
C 2.547 -0.230 -2.351
C -3.199 -2.062 2.604
C 5.284 -0.933 1.628
C -2.288 -6.198 0.292
C -1.152 3.031 -3.595
C -0.505 0.672 -4.804
C 3.313 0.643 -3.322
C 0.174 -0.597 3.784
C -2.628 1.572 2.824
C 2.536 4.467 -1.685
C -0.787 4.443 -3.185
C 1.749 4.733 -2.757
C 0.273 -0.460 5.163
C -3.284 -5.068 -1.702
C -2.813 -3.740 0.307
C -3.820 1.693 -0.362
C 0.110 -0.058 -5.993
C -6.885 2.062 0.475
C -0.067 4.075 3.850
C -1.298 -4.255 2.935
C 1.997 -2.356 1.345
C -4.259 -5.952 -4.288
C -1.523 1.113 5.029
C -0.831 -4.672 -1.020
C 2.680 3.604 2.600
C 1.266 -3.672 -2.724
C 3.869 1.565 0.581
C -5.923 3.018 -0.223
C -3.648 2.392 3.564
C -1.577 0.899 3.652
C -0.590 0.421 5.789
C -2.275 -4.907 -0.539
C 6.141 1.836 2.613
C -1.404 -2.698 -3.313
C 6.718 0.999 -0.257
H -2.181 -4.863 3.131
H -1.329 4.671 -0.127
H -4.400 -6.717 -5.052
H -4.422 2.726 2.884
H 4.374 -1.095 2.215
H 2.372 4.186 1.724
H 0.912 -4.450 -3.400
H 1.760 -2.887 -3.299
H -7.394 1.421 -0.252
H -6.463 3.661 -0.921
H 5.207 -1.579 0.746
H -1.262 -5.747 -3.988
H 2.728 -5.041 3.143
H -0.390 4.830 3.122
H -0.073 -1.129 -5.886
H 1.021 -1.022 5.710
H -1.617 -7.421 -4.466
H -1.583 -3.638 -3.838
H 1.977 -4.085 -2.008
H -0.355 3.092 3.465
H -6.335 1.425 1.172
H -0.683 5.103 -4.032
H 0.838 -1.260 3.228
H -1.321 2.981 -0.652
H -0.979 -3.765 3.856
H 3.337 3.325 5.839
H -5.239 -5.601 -3.963
H -2.202 1.807 5.509
H -0.373 3.472 0.746
H 6.330 2.883 2.344
H -2.351 -2.226 -3.044
H -0.554 -5.433 -1.748
H 2.273 -5.004 1.417
H 3.487 0.974 -0.257
H -2.193 2.998 -3.927
H 4.189 1.095 -2.861
H 6.140 -1.270 2.223
H 1.787 6.353 5.352
H -3.946 -2.835 2.797
H 5.426 1.815 3.443
H 2.786 -1.768 -0.951
H -0.066 0.367 -3.852
H -1.077 2.332 -2.763
H 3.930 2.609 0.249
H -3.100 -2.916 -0.356
H -0.472 -4.879 2.591
H 2.118 2.105 5.434
H 1.690 3.464 6.495
H -1.679 -6.098 1.196
H 4.213 -1.271 -1.860
H -1.591 0.543 -4.750
H -3.245 -4.222 -2.385
H -5.104 1.950 -1.866
H -2.852 -1.641 3.548
H 3.324 6.096 4.508
H -0.624 4.238 4.780
H -0.150 -4.809 -0.171
H 6.297 0.582 -1.182
H 7.645 0.451 -0.043
H 3.764 3.703 2.737
H -7.649 2.613 1.035
H -3.177 3.270 4.023
H -3.309 -6.461 0.593
H -0.544 0.578 6.861
H 3.611 4.573 -1.623
H -0.333 0.281 -6.931
H -5.450 3.666 0.512
H -3.631 -1.259 2.001
H -0.777 -7.105 -2.942
H -0.865 -2.021 -3.985
H 1.891 6.617 3.600
H 2.653 1.393 -3.733
H -4.100 1.808 4.371
H 1.190 0.100 -6.033
H -4.283 -5.060 -1.257
H -3.704 -5.111 -4.705
H 3.858 -4.427 1.912
H 7.083 1.401 2.971
H -1.594 4.817 -2.564
H -3.731 -4.061 0.809
H -1.885 -7.036 -0.284
H 6.983 2.047 -0.454

Results of the Löwdin charge analysis, in e, for atoms 1 through 6: atom 1 (I): 0.83, atom 2 (Te): 1.22, atom 3 (Rb): 0.29, atom 4 (As): 1.10, atom 5 (As): 1.11, atom 6 (As): 1.10

2.
Formula: C41H82N12O10
Source: OMol25
Level of theory: wB97M-V/def2-TZVPD

Results
E_HOMO: -0.4433 hartree
net charge: +2

CARTESIAN COORDINATES (ANGSTROEM)
O -5.195 0.345 5.688
O 0.512 5.626 3.874
O -8.398 -0.247 -3.264
O -3.886 1.732 0.100
O 14.491 -1.416 -1.410
O 2.369 2.718 -0.413
O -10.883 4.539 1.447
O -2.417 -5.659 4.148
O 5.703 -4.541 -4.894
O -6.793 3.625 -2.802
N -1.428 5.829 2.754
N -8.257 2.914 -1.252
N -8.850 5.397 1.035
N -6.218 -0.783 -3.344
N -1.154 -2.337 -0.586
N 6.609 -5.484 -6.717
N 5.469 -0.612 -2.995
N -0.385 -4.795 3.735
N 3.753 4.029 0.779
N -6.669 -0.340 7.238
N -2.962 0.781 -1.714
N 13.062 -2.151 0.158
C 1.298 -2.324 -0.425
C 3.306 0.028 -2.048
C 8.306 -1.726 0.194
C 0.003 -2.641 0.137
C -6.307 -0.079 5.955
C -7.514 -0.918 -3.755
C 1.495 3.707 1.595
C -7.761 -1.935 -4.837
C 5.052 -1.916 -3.209
C -2.470 -2.717 0.054
C -2.183 -1.206 2.205
C -1.268 -4.677 6.006
C -7.908 3.196 -2.533
C 5.747 -3.227 -6.909
C 3.717 -2.356 -2.847
C 0.176 -1.391 -2.478
C 6.009 -4.457 -6.080
C -1.173 -0.008 1.874
C 7.292 -0.982 -0.814
C 2.835 -1.345 -2.229
C -3.800 3.066 -1.888
C 6.889 -0.328 -3.379
C 4.670 0.358 -2.450
C 7.798 -1.735 1.680
C -7.356 -0.345 4.907
C -1.092 -1.749 -1.832
C -1.429 -5.093 4.568
C 1.409 -1.678 -1.754
C -9.722 5.508 3.306
C 12.342 -2.146 -2.169
C 6.273 -2.153 1.851
C -3.129 -0.709 3.380
C -3.567 1.829 -1.070
C -9.889 5.101 1.865
C 7.933 -0.648 -2.229
C 2.556 3.434 0.566
C 13.400 -1.867 -1.131
C -8.965 2.951 -3.573
C -0.494 6.275 3.636
C -0.783 7.601 4.287
C -3.091 -1.549 0.948
H -1.728 8.025 3.946
H -2.798 -0.053 -1.183
H -8.010 5.858 1.335
H -0.005 -3.137 1.157
H 5.103 1.372 -2.311
H -0.832 7.463 5.367
H 6.224 -2.917 2.681
H -1.510 0.874 2.489
H -9.782 4.620 3.935
H 6.388 -1.640 -0.856
H 12.734 -2.871 -2.883
H -1.553 -2.088 2.507
H 3.947 4.622 1.567
H 5.746 -2.691 -3.670
H -2.677 0.808 -2.678
H 9.359 -1.368 0.059
H -4.097 -1.847 1.353
H -0.311 -4.182 6.183
H -8.282 -0.720 5.344
H -3.142 -3.017 -0.798
H -7.571 0.582 4.377
H 8.395 -2.516 2.235
H 8.543 0.292 -2.089
H 0.019 8.298 4.045
H -8.763 5.997 3.483
H 0.232 -0.889 -3.471
H 1.853 4.364 2.385
H -3.443 2.949 -2.913
H -10.521 6.199 3.574
H -2.544 -0.193 4.190
H 13.754 -1.973 0.870
H 2.670 0.848 -1.589
H -6.841 -2.434 -5.147
H 0.643 4.181 1.107
H 7.949 -0.775 2.234
H -6.027 -0.107 -2.621
H -6.976 -1.087 4.205
H 6.795 -6.319 -6.183
H -2.362 -3.611 0.728
H -1.195 0.285 0.790
H 5.671 -1.280 2.231
H -3.272 3.901 -1.427
H -2.010 -1.503 -2.422
H 7.008 0.694 -3.829
H -7.573 -0.689 7.502
H 2.231 -2.537 0.142
H -1.259 4.943 2.305
H 0.453 -4.328 4.033
H -8.457 -2.687 -4.465
H 6.091 -3.347 -7.936
H 4.675 -3.028 -6.921
H -3.872 0.046 3.004
H -9.185 3.888 -4.085
H 1.181 2.763 2.042
H 8.305 -2.808 -0.146
H 4.483 3.864 0.105
H 3.431 -3.415 -3.018
H -0.118 -0.226 2.215
H 8.673 -1.449 -2.486
H -3.709 -1.558 3.841
H 7.045 -0.001 -0.306
H 7.111 -1.045 -4.221
H -8.195 -1.434 -5.703
H 5.825 -2.634 0.946
H -3.243 -0.595 0.382
H -1.325 -5.561 6.640
H -4.871 3.279 -1.914
H -9.160 2.561 -0.984
H -5.985 -0.170 7.958
H -8.594 2.221 -4.290
H -7.566 3.071 -0.536
H -8.941 5.133 0.066
H 6.270 -2.379 -6.464
H 11.426 -2.545 -1.727
H 12.172 -2.525 0.432
H 12.100 -1.216 -2.685
H 6.877 -5.459 -7.685
H -2.070 -3.988 6.268
H -5.458 -1.316 -3.724
H -2.268 6.332 2.531
H -9.887 2.570 -3.133
H -0.475 -5.066 2.769

Results of the Löwdin charge analysis, in e, for atoms 1 through 6: atom 1 (O): 0.01, atom 2 (O): 0.02, atom 3 (O): 0.04, atom 4 (O): 0.04, atom 5 (O): 0.05, atom 6 (O): -0.02

3.
Formula: C41H88BrClN4O3P
Source: OMol25
Level of theory: wB97M-V/def2-TZVPD

Results
E_HOMO: -0.4219 hartree
net charge: +1

CARTESIAN COORDINATES (ANGSTROEM)
Br -1.980 2.425 5.268
Cl 5.866 -0.418 2.398
P -0.727 0.604 5.552
O -1.320 2.109 0.144
O 0.341 1.084 6.675
O -2.488 -0.428 1.686
N -0.635 -1.056 3.131
N 1.665 1.549 4.251
N -0.948 1.239 2.258
N 0.584 -0.220 -2.768
C -2.079 -5.450 -6.392
C 1.016 -0.190 1.686
C -2.614 2.640 -2.697
C 3.471 0.118 7.505
C 1.263 2.974 4.272
C 4.249 -0.025 8.809
C -3.338 6.256 -3.343
C -3.707 -7.389 -6.736
C 0.709 0.617 -9.312
C 1.374 3.663 5.633
C 1.906 -0.069 -9.965
C -3.396 1.745 2.112
C 0.397 -0.980 -6.657
C -0.941 -0.474 -6.130
C -1.902 -5.630 -4.883
C 1.417 0.134 -6.882
C -3.108 4.097 -4.731
C 2.581 -1.494 4.311
C 0.001 0.242 2.753
C 0.419 -0.841 0.438
C 2.060 -1.124 10.725
C -4.559 6.792 -4.086
C -2.302 0.744 1.997
C 0.045 -1.698 4.011
C -2.946 -4.916 -4.026
C -2.441 5.369 -4.205
C -0.544 2.027 1.117
C 2.832 -1.973 9.716
C 1.165 -0.899 4.567
C -3.433 -5.901 -6.937
C 4.225 -1.448 9.364
C 3.794 -0.572 4.177
C 0.922 -1.406 -1.959
C 4.137 -0.118 2.761
C 1.011 1.178 -7.924
C 0.720 2.826 1.156
C -3.676 3.177 -3.653
C -2.934 -3.400 -4.202
C 2.742 -1.028 12.087
C 0.653 0.526 4.161
C 1.521 -1.102 -0.591
H -4.237 -5.316 -6.482
H -5.151 7.443 -3.442
H -4.451 3.696 -3.083
H 1.897 -0.118 10.326
H 5.287 0.265 8.639
H -0.907 -5.267 -4.607
H 1.507 2.409 1.761
H 2.934 -2.988 10.110
H -3.022 2.721 2.383
H -5.212 5.987 -4.426
H 0.004 -1.801 0.723
H -3.168 -3.114 -5.228
H -0.420 -0.122 -2.762
H -1.288 -6.008 -6.901
H 4.868 -1.495 10.244
H -4.139 1.398 2.815
H -1.921 -4.400 -6.657
H 2.745 0.622 -10.061
H -1.623 -1.309 -5.956
H -0.131 -0.081 -9.262
H 1.054 2.915 0.131
H 1.597 0.642 -5.930
H -1.911 -6.695 -4.638
H 2.145 -0.215 -0.663
H -3.822 1.828 1.119
H -0.212 -2.700 4.311
H 0.239 -1.543 -7.581
H -0.324 -0.216 -0.040
H 3.855 0.678 9.547
H 3.720 -0.551 12.016
H -2.084 5.950 -5.059
H -0.143 1.237 7.492
H -1.548 5.103 -3.631
H -3.058 1.968 -1.961
H -3.465 -5.677 -8.006
H 1.979 4.556 5.530
H 2.373 -0.313 -7.168
H -3.945 -5.301 -4.245
H 2.780 -2.167 5.137
H -2.745 7.100 -2.983
H 1.067 -1.563 10.857
H -4.257 7.373 -4.959
H 4.646 -1.147 4.519
H -2.753 -5.154 -2.976
H 2.137 -1.946 -0.293
H 3.875 -0.551 6.745
H 1.953 3.499 3.622
H 2.563 -2.143 3.441
H -2.936 -7.994 -7.216
H -1.849 2.087 -3.247
H -4.171 2.334 -4.141
H 0.959 0.611 -2.332
H 3.605 -0.683 2.013
H 4.675 -2.124 8.630
H 2.142 -0.439 12.780
H -3.908 4.365 -5.425
H 1.652 -0.426 -10.964
H 1.598 -2.044 -2.518
H 0.381 1.439 -9.953
H -2.374 3.541 -5.322
H -3.734 -7.656 -5.678
H -3.671 -2.925 -3.553
H -3.663 5.711 -2.452
H 0.011 -1.980 -1.812
H 1.816 1.915 -8.007
H 2.243 -0.931 -9.387
H -1.424 0.202 -6.836
H -0.805 0.054 -5.187
H -1.463 -1.465 2.708
H 0.414 3.990 6.009
H -4.668 -7.668 -7.168
H 2.234 -2.067 8.802
H 3.752 0.288 4.825
H -2.119 3.441 -2.147
H -1.951 -2.991 -3.955
H 0.815 -1.688 -5.937
H 0.136 1.730 -7.568
H 1.674 0.628 1.429
H 2.879 -2.018 12.522
H 1.864 3.038 6.367
H 2.147 1.398 5.126
H 2.414 -0.114 7.644
H 0.290 3.126 3.829
H 0.469 3.824 1.497
H 1.021 -1.019 5.643
H 1.649 -0.952 2.114
H 4.006 0.945 2.629
H 3.536 1.141 7.125

Results of the Löwdin charge analysis, in e, for atoms 1 through 6: atom 1 (Br): 0.43, atom 2 (Cl): 0.58, atom 3 (P): 0.66, atom 4 (O): 0.09, atom 5 (O): -0.36, atom 6 (O): 0.09